# 1
C6H12NO2 | wB97M-V/def2-TZVPD

Results
Kohn-Sham gap = 10.92 eV
Charge = +1
E = -440.686477 hartree
Energy relative to the best compared isomer or geometry (same formula, charge and spin) = 253.2 kJ/mol
SMILES = C=C1O[C@H](CO)C[N@H+]1C

Geometry (Å):
C: -1.0109 0.9239 -0.1312
C: -1.7414 1.6529 -0.9357
C: 0.2886 -0.6162 1.1103
C: 1.2818 0.5380 0.7520
C: -1.9733 -1.1830 0.1231
C: 2.2510 0.1583 -0.2952
N: -0.7009 -0.4738 0.0556
O: 0.4233 1.5822 0.4042
O: 1.6771 -0.5138 -1.3420
H: -1.2182 2.6277 -0.8075
H: -2.7088 1.4165 -1.3432
H: 0.8306 -1.5589 0.9764
H: -0.2418 -0.4291 2.0047
H: 1.8407 0.8580 1.6224
H: -2.2586 -1.1127 1.2203
H: -2.7562 -0.7711 -0.5028
H: -1.8427 -2.1559 -0.1028
H: 3.0230 -0.4584 0.1241
H: 2.6872 1.1652 -0.4898
H: -0.2104 -0.5320 -0.7964
H: 2.3600 -1.1178 -1.6463

Atomic partial charges in e from the Mulliken method, atoms 1 to 8:
1. C 0.289
2. C -0.842
3. C -0.649
4. C 0.083
5. C -0.690
6. C -0.669
7. N 0.139
8. O -0.475

***

# 2
C29H22BrCrN6OS | wB97M-V/def2-TZVPD

Results
Kohn-Sham gap (spin up / spin down) = 6.23 / 7.07 eV
Charge = -1
E = -5538.878838 hartree
2S+1 = 5
<S²> = 6.0574
Energy relative to the best compared isomer or geometry (same formula, charge and spin) = 0.0 kJ/mol

Geometry (Å):
Cr: -0.2915 -0.3193 -0.0753
N: -4.2030 0.5456 1.8423
C: -2.9256 0.4411 1.3291
S: -2.7266 -0.5563 -0.0701
N: -2.0164 1.1039 1.9735
N: -0.7075 0.9160 1.5073
C: 0.1366 1.6371 2.1556
C: 1.5684 1.6528 1.9935
C: 2.3171 2.5232 2.7972
C: 3.6933 2.5221 2.7754
C: 4.3462 1.6039 1.9406
C: 3.6413 0.7300 1.1482
C: 2.2243 0.7356 1.1330
O: 1.5865 -0.0885 0.3782
H: -4.9456 0.3702 1.1873
H: -4.3377 1.3168 2.4760
H: -0.2888 2.2747 2.9298
H: 1.7838 3.2057 3.4510
H: 4.2583 3.2038 3.3967
H: 5.4300 1.5792 1.9205
H: 4.1428 0.0206 0.5034
Br: 2.3825 -0.7185 -2.3991
C: 1.5380 0.6955 -3.3503
C: 2.1075 0.9307 -4.5735
C: 1.6419 1.9644 -5.4038
C: 0.6227 2.7456 -4.9569
C: 0.0255 2.5225 -3.6914
C: -0.9977 3.4131 -3.2897
C: -1.5794 3.2598 -2.0732
C: -1.2029 2.1772 -1.2524
C: -0.2486 1.2291 -1.5678
C: 0.4380 1.4533 -2.8262
H: 2.9345 0.3128 -4.8923
H: 2.1031 2.1347 -6.3683
H: 0.2466 3.5660 -5.5575
H: -1.2905 4.2088 -3.9654
H: -2.3561 3.9390 -1.7401
H: -1.7470 2.0922 -0.3213
C: -0.7880 -2.1291 5.2928
C: -1.6586 -2.8559 4.4885
C: -1.5004 -2.8763 3.1128
C: -0.4588 -2.1619 2.5169
C: 0.4164 -1.4375 3.3251
C: 0.2509 -1.4218 4.7001
N: -0.2908 -2.1163 1.1245
N: -0.6513 -3.2319 0.5196
C: -0.6958 -3.1264 -0.8240
C: -1.0222 -4.2847 -1.5691
C: -1.1637 -4.2028 -2.9243
C: -0.9871 -2.9625 -3.5602
C: -0.6494 -1.8811 -2.7831
N: -0.4788 -1.9384 -1.4561
H: -0.9214 -2.1096 6.3671
H: -2.4796 -3.4020 4.9378
H: -2.1830 -3.4187 2.4735
H: 1.2334 -0.8987 2.8645
H: 0.9409 -0.8521 5.3112
H: -1.1703 -5.2037 -1.0203
H: -1.4244 -5.0831 -3.4996
H: -1.1057 -2.8418 -4.6269
H: -0.5165 -0.9082 -3.2348

Atomic partial charges in e from the Mulliken method, atoms 1 to 8:
1. Cr -0.283
2. N -0.558
3. C 0.657
4. S -0.525
5. N -1.330
6. N 1.313
7. C -0.832
8. C 1.327

***

# 3
C5H9N4O | wB97M-V/def2-TZVPD

Results
Kohn-Sham gap (spin up / spin down) = 5.31 / 7.32 eV
Charge = +1
E = -489.723718 hartree
Energy relative to the best compared isomer or geometry (same formula, charge and spin) = 649.5 kJ/mol
SMILES = O/N=C/NC[C@@H]1C=[N+]=NC1

Geometry (Å):
C: -1.8247 -0.2519 -0.7477
C: 2.3029 0.1060 -0.5645
C: 0.0043 -1.2656 0.4047
C: 1.2577 -0.2436 0.5719
C: 0.6618 1.0711 0.8185
N: 1.8859 1.3977 -0.9475
N: 1.1408 2.0166 -0.1132
N: -2.3412 0.1947 0.3547
N: -0.7253 -1.0023 -0.7468
O: -3.3357 1.0612 0.1698
H: -2.1330 -0.0459 -1.7822
H: 3.4122 0.2325 -0.1477
H: 2.3492 -0.4581 -1.4223
H: 0.4375 -2.2656 0.2817
H: -0.6472 -1.2023 1.2638
H: 1.8209 -0.6316 1.4225
H: -0.0337 1.4138 1.7038
H: -0.6324 -1.6039 -1.5483
H: -3.6001 1.4772 1.0290

Atomic partial charges in e from the Mulliken method, atoms 1 to 8:
1. C -0.103
2. C -0.512
3. C -0.909
4. C 0.400
5. C -0.305
6. N -0.161
7. N -0.183
8. N -0.179

***

# 4
C4H11N2S | wB97M-V/def2-TZVPD

Results
Kohn-Sham gap = 9.91 eV
Charge = +1
E = -666.408743 hartree
Energy relative to the best compared isomer or geometry (same formula, charge and spin) = 155.7 kJ/mol

Geometry (Å):
C: 0.6658 -1.8195 -0.6295
C: -0.6809 0.1445 -0.5930
C: -0.7027 1.6009 1.5877
C: 0.0558 0.5930 0.6499
N: -0.5287 -1.0719 -1.0346
N: 1.7043 -0.8356 -0.7843
S: -1.5960 1.2498 -1.4778
H: 0.3128 -2.1341 0.3407
H: 0.5100 -2.7438 -1.2408
H: -1.7811 1.3431 1.9130
H: -0.7219 2.4963 1.1468
H: -0.2756 1.6633 2.6009
H: 0.3734 -0.3424 1.0833
H: 1.1309 1.0089 0.4436
H: -1.0764 -1.4114 -1.8151
H: 2.3999 -0.9251 -0.0383
H: 2.1456 -0.8866 -1.6817
H: -1.9354 2.0707 -0.4707

Atomic partial charges in e from the Mulliken method, atoms 1 to 8:
1. C -0.823
2. C 0.676
3. C -1.617
4. C -0.173
5. N -0.137
6. N -0.434
7. S -0.142
8. H 0.437

***

# 5
C5H11O2 | wB97M-V/def2-TZVPD

Results
Kohn-Sham gap = 7.10 eV
Charge = -1
E = -347.637081 hartree
Energy relative to the best compared isomer or geometry (same formula, charge and spin) = 33.0 kJ/mol

Geometry (Å):
C: -0.5879 -1.1905 2.7861
C: 0.1971 -1.9605 1.7201
H: -1.5754 -0.9132 2.4226
H: -0.7695 -1.7480 3.7085
H: -0.0784 -0.2695 3.0582
H: 1.2664 -1.7920 1.8095
H: -0.1104 -1.5728 0.7438
H: -0.0637 -3.0095 1.6831
C: -0.0197 1.5231 -1.3199
C: 0.5299 0.1241 -1.5972
C: -0.1183 2.4507 -2.5725
O: 0.1010 1.9250 -3.6811
O: -0.4153 3.6331 -2.2914
H: -1.0295 1.5220 -0.9230
H: 0.6186 2.0424 -0.6008
H: 1.1981 -0.2454 -0.8151
H: 1.1343 0.0933 -2.5034
H: -0.2774 -0.6124 -1.6277

Atomic partial charges in e from the Mulliken method, atoms 1 to 8:
1. C -0.920
2. C -0.496
3. H 0.280
4. H 0.310
5. H 0.272
6. H 0.265
7. H -0.021
8. H 0.313

***

# 6
C3H3FP2 | wB97M-V/def2-TZVPD

Results
Kohn-Sham gap (spin up / spin down) = 6.33 / 6.62 eV
E = -898.537163 hartree
Energy relative to the best compared isomer or geometry (same formula, charge and spin) = 197.7 kJ/mol

Geometry (Å):
C: -0.3214 0.9849 -0.5608
C: 0.2917 -0.8491 1.3188
C: -0.3528 0.1240 -1.5101
F: -0.8340 0.4012 -2.6892
P: 0.3564 0.8008 1.0623
P: -0.3886 -2.2606 0.7175
H: -0.5679 2.0143 -0.7173
H: 0.7999 -0.9809 2.3587
H: -0.0883 -0.9864 -1.4741

Atomic partial charges in e from the Mulliken method, atoms 1 to 8:
1. C -0.171
2. C -0.126
3. C -0.006
4. F -0.226
5. P -0.081
6. P -0.062
7. H 0.296
8. H 0.269

***

# 7
C3H10NO | wB97M-V/def2-TZVPD

Results
Kohn-Sham gap = 3.49 eV
Charge = +1
E = -249.904410 hartree
Energy relative to the best compared isomer or geometry (same formula, charge and spin) = 392.2 kJ/mol

Geometry (Å):
C: 0.7779 -0.0823 -0.8783
O: 0.3978 0.0194 0.5743
C: 0.3632 -1.3533 -1.4134
C: -1.0682 -1.7020 -1.4390
N: -0.0442 2.5992 2.6128
H: 1.8383 0.1449 -0.8919
H: 0.2718 0.8297 -1.2230
H: 0.4884 -0.8845 0.9062
H: 1.1198 -2.0312 -1.7914
H: -1.4388 -1.8073 -2.4685
H: -1.2877 -2.6123 -0.8825
H: -1.6490 -0.8934 -0.9895
H: 0.1654 3.5369 2.3278
H: -0.0824 2.3774 3.5853
H: 0.1476 1.8588 1.9713

Atomic partial charges in e from the Mulliken method, atoms 1 to 8:
1. C -0.439
2. O -0.388
3. C 0.300
4. C -0.911
5. N -0.548
6. H 0.328
7. H 0.327
8. H 0.320